Entry 1:
# CH3N2O

A 2-piece molecular cluster, CH3N2O overall (the ωB97M-V functional and the def2-TZVPD basis, the OMol25 dataset).

Net charge: +1
Kohn-Sham gap (alpha / beta), eV: 6.90 / 6.90

Geometry as XYZ:
```
7
Properties=species:S:1:pos:R:3:forces:R:3:lowdin_charge:R:1
C 0.8564 -0.2380 -0.3032 0.963 1.743 1.064 0.315
N -0.6772 1.2925 1.0869 -0.070 1.430 1.002 0.008
N 0.6127 -1.2331 -0.9770 1.488 -0.367 -0.726 0.182
O -1.8253 1.5193 1.2498 0.395 -0.501 -0.349 0.045
H -0.0968 2.0761 1.6339 -0.327 -1.382 -0.966 0.146
H 1.3270 -1.6989 -1.5389 1.008 0.307 0.030 0.178
H -0.1966 -1.7179 -1.1514 -3.458 -1.230 -0.055 0.124
```
Forces are in eV/Å.

=====

Entry 2:
# C33H40CsF6N3O7S2Si

C33H40CsF6N3O7S2Si as an isolated structure (the ωB97M-V functional and the def2-TZVPD basis, the OMol25 dataset).

Net charge: -2
Kohn-Sham gap, eV: 4.19

Geometry as XYZ:
```
93
Properties=species:S:1:pos:R:3:forces:R:3:lowdin_charge:R:1
Cs -0.5932 0.3853 -1.6454 -0.473 2.317 1.324 1.466
C -3.5281 -1.4177 0.7584 0.024 -0.021 0.108 -0.031
C -3.3324 -2.8146 1.2762 0.215 0.065 -0.025 -0.186
C -4.3377 -3.7406 0.9913 -0.056 -0.035 0.066 -0.052
C -4.2360 -5.0687 1.3526 0.038 -0.002 0.031 -0.099
C -3.0809 -5.5141 1.9834 -0.054 -0.012 -0.007 -0.073
C -2.0501 -4.6364 2.2656 0.068 0.070 0.107 -0.217
C -0.7783 -5.1224 2.9061 -0.058 0.043 -0.022 -0.053
C -2.1839 -3.2671 1.9495 -0.221 -0.332 0.054 -0.181
N -1.0423 -2.4942 2.2125 0.098 0.606 -0.287 0.163
C -1.0212 -1.3875 2.8430 -0.335 -0.516 0.132 -0.255
C -2.1619 -0.7772 3.6123 -0.014 -0.056 -0.126 -0.013
C 0.3009 -0.6963 2.9318 0.393 0.154 0.336 -0.254
C 1.5382 -1.5450 2.8254 -0.017 0.121 -0.051 0.005
N 0.2524 0.5463 3.2029 -0.283 -0.039 -0.364 0.159
C 1.3642 1.3961 3.3152 0.234 0.091 0.259 -0.180
C 1.4132 2.1637 4.4969 -0.060 -0.140 0.004 -0.216
C 0.3209 2.0149 5.5209 0.049 -0.044 -0.054 -0.057
C 2.4637 3.0395 4.6978 0.079 0.042 0.002 -0.070
C 3.4498 3.1986 3.7313 -0.030 0.005 0.038 -0.091
C 3.3554 2.4996 2.5457 -0.008 -0.005 0.001 -0.046
C 2.3174 1.5977 2.3088 -0.102 0.012 -0.024 -0.189
C 2.2242 0.9555 0.9583 0.047 -0.049 -0.087 -0.046
H -3.9966 -1.4309 -0.2239 -0.012 0.054 -0.023 0.056
H -2.6058 -0.8506 0.6652 0.144 -0.001 0.087 0.058
H -4.2003 -0.8465 1.4025 0.030 0.040 0.072 0.093
H -5.2126 -3.3891 0.4564 0.017 0.008 -0.016 0.116
H -5.0360 -5.7613 1.1219 0.004 -0.003 -0.019 0.092
H -2.9672 -6.5625 2.2363 0.007 0.004 0.017 0.098
H -0.7485 -6.2119 2.9266 0.001 0.000 0.008 0.068
H -0.6838 -4.7556 3.9314 0.025 -0.001 0.004 0.078
H 0.0841 -4.7455 2.3547 0.028 -0.033 0.014 0.076
H -2.9362 -1.5239 3.7811 -0.054 -0.004 -0.058 0.083
H -2.5907 0.0650 3.0726 -0.019 0.061 -0.032 0.085
H -1.7936 -0.3970 4.5649 0.000 0.009 -0.026 0.072
H 1.8556 -1.6678 1.7897 -0.011 -0.040 -0.068 0.081
H 1.3358 -2.5388 3.2211 0.015 0.010 -0.015 0.072
H 2.3501 -1.0743 3.3804 0.035 0.021 -0.064 0.091
H 0.3678 1.0409 6.0153 -0.020 0.008 0.016 0.076
H -0.6540 2.0754 5.0348 -0.020 0.009 0.037 0.074
H 0.3961 2.7922 6.2814 0.008 -0.001 0.011 0.067
H 2.5013 3.6205 5.6127 -0.007 -0.013 0.013 0.099
H 4.2670 3.8907 3.8913 -0.010 0.017 -0.002 0.094
H 4.0847 2.6625 1.7611 -0.022 -0.011 -0.025 0.119
H 2.4690 1.6802 0.1810 -0.011 -0.035 0.008 0.070
H 1.2260 0.5743 0.7579 -0.026 -0.045 0.045 0.038
H 2.9249 0.1259 0.8589 0.007 -0.062 0.016 0.062
O -5.6313 0.2403 -4.6294 -0.031 -0.023 0.054 0.064
C -4.4512 -0.3921 -4.9067 0.076 0.009 -0.084 -0.263
C -4.2436 -0.9954 -6.1411 -0.005 -0.014 0.012 -0.044
C -3.0348 -1.6150 -6.4280 -0.003 0.009 -0.020 -0.112
C -2.0240 -1.6161 -5.4837 0.077 -0.043 0.049 -0.094
C -2.2404 -1.0040 -4.2542 -0.176 0.054 -0.119 -0.056
C -3.4469 -0.3907 -3.9369 -0.086 -0.093 0.074 -0.055
C -3.6930 0.1582 -2.5228 -0.396 0.087 -0.220 -0.699
O -4.6564 -0.3477 -1.9244 0.009 -0.012 0.005 -0.017
O -2.8644 1.0069 -2.1124 -2.456 0.272 -0.603 -0.404
H -6.2385 0.0803 -5.3572 0.019 0.026 -0.035 0.093
H -5.0379 -0.9804 -6.8826 0.003 0.019 -0.002 0.101
H -2.8877 -2.0854 -7.3927 0.004 0.005 -0.001 0.092
H -1.0716 -2.0853 -5.6947 -0.001 -0.002 0.003 0.096
H -1.4470 -1.0088 -3.5180 -0.214 -0.254 -0.391 0.004
C 2.0014 4.3460 -0.6007 0.058 0.015 0.056 -0.203
Si 0.5705 4.7865 -1.7751 -0.075 0.032 -0.390 0.283
C -0.9989 4.9619 -0.7149 0.028 0.000 0.060 -0.211
C 0.9386 6.6137 -2.2749 0.006 0.066 0.161 -0.243
C 0.3792 3.5958 -3.0832 0.035 -0.230 0.317 -0.312
H 2.5219 5.2267 -0.2098 -0.027 0.003 0.015 0.012
H 2.7342 3.7211 -1.1202 -0.008 0.011 -0.021 0.018
H 1.6274 3.7770 0.2557 0.011 0.009 0.008 0.003
H -0.8968 5.7277 0.0622 0.010 0.007 -0.015 0.009
H -1.2364 4.0116 -0.2291 -0.015 0.007 0.000 0.008
H -1.8564 5.2274 -1.3401 0.010 -0.007 -0.012 0.016
H 1.0369 7.2961 -1.4190 -0.004 -0.015 -0.004 -0.004
H 0.1321 6.9868 -2.9143 0.005 -0.016 -0.014 0.000
H 1.8652 6.6625 -2.8555 -0.003 -0.022 -0.009 0.000
H 1.2629 3.2158 -3.5981 -0.006 0.024 -0.030 -0.092
H -0.5226 3.5935 -3.6958 0.008 -0.018 -0.009 -0.086
F 1.8138 -1.3913 -4.3563 0.060 0.005 -0.007 0.116
C 2.8747 -1.8239 -3.6578 -0.194 0.007 0.029 -0.661
F 3.9614 -1.5413 -4.3608 0.058 -0.039 0.069 0.143
F 2.7581 -3.1469 -3.5259 0.056 0.003 -0.031 0.129
S 2.8395 -0.9766 -1.9869 0.195 -0.068 -0.094 0.582
O 1.4133 -0.8181 -1.7769 3.421 -2.027 -0.100 -0.757
O 3.6276 0.2069 -2.1434 -0.005 -0.063 -0.067 -0.261
N 3.3723 -2.0015 -0.9092 -0.086 0.012 -0.089 -0.292
S 4.8367 -2.5841 -0.8963 0.212 -0.008 0.028 0.569
O 5.4333 -2.7393 -2.1941 -0.051 0.038 -0.019 -0.285
O 4.8989 -3.6703 0.0357 -0.096 0.005 0.011 -0.289
C 5.9032 -1.3049 -0.0784 -0.007 -0.075 0.043 -0.671
F 6.1254 -0.2417 -0.8404 -0.037 -0.004 -0.007 0.139
F 5.3700 -0.8964 1.0795 -0.023 0.000 -0.029 0.119
F 7.0903 -1.8728 0.1932 0.003 0.042 0.018 0.112
```
Forces are in eV/Å.

=====

Entry 3:
# C45H52FeN8O2S2Te

C45H52FeN8O2S2Te as an isolated structure (the ωB97M-V functional and the def2-TZVPD basis, the OMol25 dataset).

Net charge: 0
Expectation value of S²: 6.01
Kohn-Sham gap (alpha / beta), eV: 7.33 / 7.33
2S+1: 5

Geometry as XYZ:
```
111
Properties=species:S:1:pos:R:3:forces:R:3:mulliken_spin:R:1
Fe -1.0832 -0.4603 0.0544 0.257 -0.106 -0.664 3.794
C 0.5327 3.6916 0.3525 0.040 0.042 -0.155 0.008
C -0.0904 2.4781 -0.2760 -0.007 0.119 -0.314 -0.003
N 0.2439 1.2644 -0.0092 -0.199 -0.362 0.910 0.069
N 1.0722 1.1007 1.1235 -0.059 0.398 -0.161 -0.050
C 0.5401 1.2675 2.3643 -0.119 -0.177 -0.113 0.011
S -1.0183 1.7538 2.6571 0.200 0.095 -0.158 0.015
S 1.7061 0.8213 3.6101 0.109 0.029 0.006 0.002
C 0.9955 1.6221 5.0747 -0.010 -0.017 -0.046 0.000
C 1.2520 3.1042 5.1095 0.109 -0.029 -0.002 -0.001
C 2.5396 3.5763 5.3637 0.015 0.012 0.003 0.000
C 2.8184 4.9339 5.3417 -0.037 -0.029 -0.019 0.000
C 1.8049 5.8446 5.0621 -0.004 -0.038 0.004 0.000
C 0.5156 5.3851 4.8341 0.050 -0.016 0.016 -0.001
C 0.2394 4.0220 4.8618 -0.107 0.111 0.034 0.000
C -1.1673 2.6890 -1.2479 0.066 0.153 0.099 0.005
C -1.1048 3.7939 -2.1134 0.013 -0.057 0.064 -0.008
C -2.1536 4.1349 -2.9339 -0.088 -0.068 -0.017 0.008
C -3.3285 3.3760 -2.8606 0.048 0.002 0.006 -0.002
C -3.4205 2.2966 -2.0134 -0.046 0.012 -0.061 0.013
C -2.3397 1.8886 -1.1973 0.022 -0.126 0.079 0.007
O -2.4885 0.8389 -0.4301 0.065 0.244 -0.129 0.057
H 1.1478 3.4689 1.2157 0.015 -0.042 -0.024 0.000
H -0.2573 4.3834 0.6397 0.007 -0.007 0.002 -0.001
H 1.1581 4.1880 -0.3961 -0.043 -0.004 0.007 0.000
H 1.5187 1.1216 5.8901 -0.053 -0.012 0.082 0.000
H -0.0637 1.3765 5.1154 0.014 0.036 0.074 0.000
H 3.3320 2.8648 5.5763 -0.015 0.022 -0.035 0.000
H 3.8252 5.2818 5.5403 -0.027 -0.005 -0.014 0.000
H 2.0218 6.9056 5.0279 -0.020 -0.034 0.020 0.000
H -0.2827 6.0886 4.6314 0.014 -0.013 0.000 0.000
H -0.7684 3.6678 4.6804 0.104 0.029 0.002 0.001
H -0.1928 4.3791 -2.1504 -0.042 0.000 0.041 0.000
H -2.0739 4.9746 -3.6121 -0.014 -0.036 0.022 0.001
H -4.1770 3.6387 -3.4823 0.013 -0.010 0.017 0.000
H -4.3289 1.7071 -1.9580 0.031 0.038 -0.003 0.000
C -4.3665 -4.7277 0.0822 0.035 0.127 0.050 0.000
N -3.9041 -3.3701 0.3655 -0.164 -0.116 -0.073 0.009
C -4.9785 -2.4381 0.6710 -0.025 -0.105 -0.100 0.002
C -2.8134 -2.8580 -0.3052 0.182 -0.105 -0.308 -0.008
N -2.7089 -1.7097 -0.8595 -0.202 -0.047 0.597 0.025
N -1.7108 -3.7081 -0.3132 0.028 0.119 0.139 0.004
C -0.4051 -3.3491 -0.6465 -0.229 0.093 -0.288 -0.008
N 0.4745 -4.3800 -0.4815 0.154 -0.061 -0.121 0.003
N -0.1175 -2.1849 -1.1039 0.040 -0.071 0.161 0.035
H -4.9117 -5.1086 0.9434 -0.003 -0.007 0.045 0.000
H -3.5407 -5.4035 -0.1233 -0.010 0.007 -0.001 0.000
H -5.0340 -4.7464 -0.7851 -0.018 0.018 -0.030 0.000
H -5.5660 -2.8537 1.4880 -0.018 -0.004 0.005 0.000
H -5.6461 -2.2719 -0.1825 0.010 0.015 -0.021 0.000
H -4.5690 -1.4836 0.9919 0.034 0.012 0.034 -0.001
H -3.5606 -1.1607 -0.8675 -0.004 -0.033 0.077 0.000
H -1.8045 -4.5361 0.2462 0.054 0.043 0.132 0.000
H 0.2005 -5.1692 0.0771 0.017 -0.005 0.020 0.001
H 1.4460 -4.1207 -0.3877 0.035 -0.012 0.025 0.001
H 0.8748 -2.1128 -1.3036 0.054 -0.024 -0.030 0.009
C 9.2065 2.5008 -4.8015 -0.046 -0.003 0.050 0.000
C 8.0285 2.1860 -3.9158 0.042 0.031 -0.013 0.000
C 7.2154 1.0911 -4.1610 -0.026 -0.028 0.003 0.000
C 6.1266 0.7855 -3.3459 -0.039 -0.019 -0.012 0.000
C 5.2861 -0.4204 -3.7009 0.078 0.098 0.047 0.000
C 5.8443 1.6012 -2.2399 0.021 0.001 -0.087 0.000
Te 4.1850 1.0911 -0.9906 0.230 0.216 -0.214 0.000
N 2.0555 0.1055 0.9359 -0.054 -0.037 0.375 0.016
C 1.5162 -1.0645 1.1900 -0.069 -0.231 0.021 -0.063
O 0.2867 -1.3062 1.4630 0.023 0.302 -0.186 0.042
C 2.4523 -2.2297 1.1565 -0.136 -0.100 0.002 0.005
C 2.4149 -3.1465 2.2037 -0.025 -0.015 -0.014 0.002
C 3.1895 -4.2945 2.1498 0.035 -0.020 -0.047 0.000
C 3.9973 -4.5415 1.0428 -0.030 0.041 0.002 0.000
C 4.0498 -3.6186 0.0062 -0.052 -0.011 0.052 -0.001
C 3.2817 -2.4597 0.0651 0.069 0.017 0.024 0.004
C 5.2891 1.0137 0.8174 -0.073 -0.057 0.228 0.000
C 4.9907 1.8951 1.8665 0.025 -0.047 -0.064 0.000
C 4.0850 3.0982 1.7459 0.018 -0.136 0.072 0.000
C 5.6040 1.6928 3.1051 -0.032 0.042 0.005 0.000
C 6.5012 0.6647 3.3272 0.048 -0.015 0.013 0.000
C 7.1321 0.4520 4.6797 -0.008 0.009 -0.078 0.000
C 6.8225 -0.1655 2.2572 0.001 0.000 -0.004 0.000
C 6.2358 -0.0140 1.0075 -0.048 0.065 -0.032 0.000
C 6.6561 -0.9465 -0.1017 -0.096 0.049 0.055 0.000
C 6.6423 2.7320 -1.9926 -0.047 -0.006 0.057 0.000
C 6.3718 3.6746 -0.8467 0.033 -0.098 -0.093 0.000
C 7.7202 2.9977 -2.8312 0.004 -0.022 0.015 0.000
H 9.3227 1.7519 -5.5845 -0.004 0.007 0.004 0.000
H 10.1320 2.5332 -4.2235 -0.006 -0.003 -0.007 0.000
H 9.0872 3.4751 -5.2795 -0.001 -0.009 -0.002 0.000
H 7.4307 0.4499 -5.0107 -0.011 0.023 0.021 0.000
H 5.6905 -0.9222 -4.5806 -0.003 0.021 0.021 0.000
H 4.2541 -0.1383 -3.9192 0.005 -0.013 0.007 0.000
H 5.2553 -1.1346 -2.8751 -0.004 0.005 -0.003 0.000
H 1.7735 -2.9492 3.0542 -0.026 -0.015 -0.047 0.000
H 3.1608 -5.0031 2.9686 0.015 0.012 -0.013 0.000
H 4.5886 -5.4467 0.9916 0.016 0.007 0.021 0.000
H 4.6938 -3.7938 -0.8472 -0.024 -0.016 0.005 0.000
H 3.3350 -1.7213 -0.7281 -0.018 -0.038 0.018 -0.001
H 3.4717 3.0666 0.8510 -0.022 -0.004 -0.025 0.000
H 4.6872 4.0109 1.7102 -0.010 -0.016 0.000 0.000
H 3.4275 3.1728 2.6146 0.022 -0.029 -0.005 0.000
H 5.3560 2.3675 3.9206 -0.003 -0.017 -0.031 0.000
H 6.6530 1.0694 5.4397 0.006 -0.005 -0.012 0.000
H 8.1946 0.7053 4.6609 -0.016 0.001 0.000 0.000
H 7.0518 -0.5922 4.9872 -0.004 0.016 0.002 0.000
H 7.5442 -0.9646 2.4036 -0.032 0.027 -0.008 0.000
H 7.3805 -1.6738 0.2660 -0.015 0.014 0.000 0.000
H 7.1080 -0.3943 -0.9282 0.001 -0.012 0.008 0.000
H 5.7971 -1.4882 -0.5044 0.055 0.048 0.012 0.000
H 5.3184 3.9569 -0.8175 -0.018 -0.009 0.008 0.000
H 6.9736 4.5783 -0.9421 -0.003 -0.010 -0.015 0.000
H 6.6060 3.2059 0.1110 0.002 0.017 -0.017 0.000
H 8.3354 3.8708 -2.6315 -0.023 -0.028 -0.001 0.000
```
Forces are in eV/Å.

=====

One value per record, in order, for relative energy (zero: lowest compared OMol25 entry of this formula, charge and spin): 548.9 87.1 0.0 kJ/mol.